# 1
{"formula": "C6H5N4O", "method": "wB97M-V/def2-TZVPD", "elements": ["O", "N", "N", "N", "N", "C", "C", "C", "C", "C", "C", "H", "H", "H", "H", "H"], "xyz": [[-3.14859, -1.64553, -2.04412], [-3.43687, -0.91934, 1.06370], [-1.30999, -0.23047, 0.58985], [-1.02978, -0.64468, -1.53381], [-2.13627, -0.36810, 2.79080], [-2.37588, -1.13883, -1.28237], [0.87851, 0.37716, -0.37426], [-3.40846, -0.52219, 2.25389], [-2.50521, -0.82778, 0.15605], [-0.45119, -0.15410, -0.43655], [-1.12185, -0.18416, 1.92526], [-0.91192, -0.81247, -2.49152], [1.38672, 0.28655, 0.67774], [0.95018, 1.49708, -0.61052], [-1.89451, -0.22805, 3.78967], [1.43817, -0.16547, -1.05085]], "orbital_gap_ev": [6.728, 6.890], "e_tot_ha": -525.4647, "charge": 1}

# 2
{"formula": "C6H5N4S2", "method": "wB97M-V/def2-TZVPD", "elements": ["S", "S", "N", "N", "N", "N", "C", "C", "C", "C", "C", "C", "H", "H", "H", "H", "H"], "xyz": [[1.75002, 1.82209, 0.44737], [-4.39379, -0.95463, 0.04485], [-1.64706, -0.54235, 0.37539], [-2.13894, 2.01579, -0.71453], [-1.43502, -1.81053, 0.39123], [-2.93000, 1.23310, -0.59359], [2.68579, -0.42508, -0.48000], [0.66600, 0.31773, 0.33888], [-2.96628, -0.03520, 0.02531], [2.99698, 0.94407, -0.23075], [-0.67881, 0.38852, 0.63825], [1.41371, -0.73315, -0.19136], [-0.45837, -1.92737, 0.72998], [3.30121, -1.20131, -0.88738], [3.82932, 1.38978, -0.62998], [-0.96743, 1.32530, 1.10599], [0.97268, -1.80677, -0.36966]], "orbital_gap_ev": [5.688, 5.189], "e_tot_ha": -1246.5394, "charge": 1}

# 3
{"formula": "C6H5NO", "method": "wB97M-V/def2-TZVPD", "elements": ["O", "N", "C", "C", "C", "C", "C", "C", "H", "H", "H", "H", "H"], "xyz": [[-0.58698, -1.13680, -0.30983], [-3.87133, -0.21948, 0.15228], [-0.36852, 1.05716, -0.11004], [1.49110, -0.36284, 0.72606], [-2.72123, -0.13117, 0.00541], [0.77215, -0.80951, -0.48220], [-1.25155, 0.03023, -0.06925], [0.91367, 0.67323, -0.31630], [1.25653, -1.29869, -1.30922], [1.58367, 1.40137, -0.80607], [2.50868, -0.63157, 0.78293], [-0.82322, 2.07719, 0.00311], [1.09702, -0.64912, 1.73312]], "orbital_gap_ev": 9.354, "smiles": "N#CC1=C[C@H]2C[C@H]2O1", "e_tot_ha": -361.5193}

# 4
{"formula": "C6H5NO2", "method": "wB97M-V/def2-TZVPD", "elements": ["O", "O", "N", "C", "C", "C", "C", "C", "C", "H", "H", "H", "H", "H"], "xyz": [[-2.35882, -1.52078, -0.01489], [-0.67448, 1.63531, -0.00883], [1.01472, -1.37689, -0.00785], [-1.55600, -0.63373, -0.01685], [2.10350, -0.56325, -0.02074], [1.72649, 0.77056, -0.00749], [0.31561, 0.70128, -0.02401], [-0.09874, -0.59873, 0.01487], [-1.91499, 0.87725, -0.00735], [2.36176, 1.64842, 0.04090], [-2.55310, 1.21515, -0.84642], [-2.47297, 1.19698, 0.88386], [3.10621, -0.98031, -0.05122], [1.00082, -2.37127, 0.06601]], "orbital_gap_ev": 9.409, "smiles": "O=C1COc2cc[nH]c21", "e_tot_ha": -436.8464}

# 5
{"formula": "C6H5NO2", "method": "wB97M-V/def2-TZVPD", "elements": ["O", "O", "N", "C", "C", "C", "C", "C", "C", "H", "H", "H", "H", "H"], "xyz": [[2.84816, 0.61226, 0.49017], [-1.39584, -1.53963, -0.25547], [0.63967, -2.05663, 1.18854], [1.63085, -1.39489, 1.44217], [-0.22675, -1.24608, 0.15830], [-0.19147, 1.10431, -0.56748], [0.46475, 0.01742, -0.14490], [-1.82757, 1.08799, -0.85498], [1.82583, -0.06136, 0.61683], [-2.37088, 0.11595, -0.56283], [-2.31733, 2.08489, -0.65533], [2.68756, -1.69566, 1.75317], [-2.06644, 0.77787, -1.97681], [0.29946, 2.19357, -0.63139]], "orbital_gap_ev": 8.702, "smiles": "C/C=C1/C(=O)C=NC1=O", "e_tot_ha": -436.7463}

# 6
{"formula": "C6H5NO3", "method": "wB97M-V/def2-TZVPD", "elements": ["O", "O", "O", "N", "C", "C", "C", "C", "C", "C", "H", "H", "H", "H", "H"], "xyz": [[-2.57745, 1.40292, 0.03557], [-2.22054, 0.63213, -1.90569], [-0.44668, -1.37858, -1.93585], [-1.87545, 0.84593, -0.77175], [-0.64043, 0.41054, -0.28291], [1.62131, -0.45187, 0.91906], [0.92226, 0.73474, 1.49399], [1.10614, -1.13108, -0.11682], [-0.14222, -0.75083, -0.76730], [-0.10600, 1.23031, 0.73658], [1.26597, 1.27778, 2.42931], [-0.64652, 2.03082, 1.18051], [-0.57265, -2.31152, -1.68117], [1.72084, -1.80639, -0.67973], [2.59143, -0.73491, 1.34620]], "orbital_gap_ev": 9.540, "smiles": "O=[N+]([O-])c1ccccc1O", "e_tot_ha": -511.9733}